{
  "formula": "C41H96F15N6O27S5",
  "method": "ωB97M-V with the def2-TZVPD basis set",
  "charge": 1,
  "energy_ev": -203219.014,
  "e_above_lowest_ev": 5.530,
  "symbols": ["S", "S", "S", "S", "S", "F", "F", "F", "F", "F", "F", "F", "F", "F", "F", "F", "F", "F", "F", "F", "O", "O", "O", "O", "O", "O", "O", "O", "O", "O", "O", "O", "O", "O", "O", "O", "O", "O", "O", "O", "O", "O", "O", "O", "O", "O", "O", "N", "N", "N", "N", "N", "N", "C", "C", "C", "C", "C", "C", "C", "C", "C", "C", "C", "C", "C", "C", "C", "C", "C", "C", "C", "C", "C", "C", "C", "C", "C", "C", "C", "C", "C", "C", "C", "C", "C", "C", "C", "C", "C", "C", "C", "C", "C", "H", "H", "H", "H", "H", "H", "H", "H", "H", "H", "H", "H", "H", "H", "H", "H", "H", "H", "H", "H", "H", "H", "H", "H", "H", "H", "H", "H", "H", "H", "H", "H", "H", "H", "H", "H", "H", "H", "H", "H", "H", "H", "H", "H", "H", "H", "H", "H", "H", "H", "H", "H", "H", "H", "H", "H", "H", "H", "H", "H", "H", "H", "H", "H", "H", "H", "H", "H", "H", "H", "H", "H", "H", "H", "H", "H", "H", "H", "H", "H", "H", "H", "H", "H", "H", "H", "H", "H", "H", "H", "H", "H", "H", "H", "H", "H"],
  "positions_angstrom": [[-2.664, 1.029, 2.348], [5.708, -0.677, 4.592], [-6.105, -3.615, -2.166], [0.313, 0.943, -4.805], [0.406, -4.654, -1.045], [-1.123, -1.311, -4.619], [3.150, -4.873, -1.349], [3.063, -1.294, 4.261], [0.971, -1.603, -5.280], [-7.305, -4.149, 0.183], [3.760, -1.326, 6.279], [3.428, 0.612, 5.245], [2.088, -3.583, -2.732], [-7.367, -2.048, -0.388], [-2.432, 2.780, 4.452], [-8.726, -3.573, -1.314], [-3.190, 0.967, 4.982], [-1.072, 1.247, 4.554], [-0.536, -0.823, -6.642], [2.014, -5.680, -2.989], [5.862, 0.290, 3.477], [-3.972, 6.080, 2.735], [3.618, -3.306, 2.274], [-4.797, -3.724, -1.444], [-5.234, -1.968, 4.146], [4.899, 3.267, 3.081], [0.894, 0.788, -3.499], [-0.560, -4.213, -2.029], [-6.182, -2.506, -3.144], [-0.022, 5.989, -0.463], [-6.473, -4.894, -2.802], [-2.209, -0.348, 2.106], [0.058, -5.943, -0.430], [6.452, -0.277, 5.788], [4.046, -0.360, -0.042], [1.434, 1.654, 1.276], [-0.960, 1.613, -4.851], [-4.074, 1.271, 2.099], [-1.885, 1.979, 1.513], [-3.337, -0.403, -0.711], [1.268, 1.484, -5.771], [5.915, -2.066, 4.208], [0.574, -3.671, 0.012], [-4.005, 0.364, -9.000], [-2.126, -4.673, 3.318], [8.773, -2.155, 2.707], [-4.796, 0.394, -5.509], [-3.508, -2.686, 2.020], [-0.439, 0.005, -0.140], [5.927, 1.378, 0.992], [6.285, -2.969, 1.504], [-3.933, 2.344, -6.955], [-2.367, 4.684, 0.610], [1.281, 6.278, -0.198], [-2.305, 1.526, 4.188], [4.283, 4.332, 3.809], [-0.975, -4.990, 4.132], [-1.651, -4.390, 2.031], [-4.322, -0.974, -5.312], [9.811, -1.397, 3.294], [-4.485, -0.134, -10.242], [2.262, -3.396, 2.555], [1.338, 0.340, 1.704], [2.083, -4.715, -2.102], [0.729, -0.520, 0.552], [-1.820, 4.430, -0.783], [-2.320, -0.343, -1.681], [-0.291, 4.599, -0.788], [-4.515, 0.260, -1.101], [8.551, -1.900, 1.347], [-4.199, 1.398, -4.647], [4.724, 1.830, 0.115], [4.482, -4.407, 2.524], [4.240, 0.706, -0.836], [-3.984, 2.659, -5.450], [-4.230, 6.247, 4.123], [-5.761, -1.081, 5.187], [-3.829, 4.685, 0.730], [5.856, 3.684, 2.107], [5.604, -4.326, 1.521], [4.094, -1.566, -0.755], [-7.500, -3.289, -0.821], [-3.034, 1.439, -9.109], [-4.191, 4.735, 2.271], [1.500, 2.662, 2.302], [3.860, -0.653, 5.142], [7.619, -2.925, 0.696], [-1.010, -0.920, -1.215], [-2.666, 1.921, -7.649], [-5.018, -2.588, 1.826], [6.770, 2.556, 1.540], [-0.128, -0.847, -5.362], [-5.678, -1.587, 2.857], [-2.832, -3.887, 1.278], [-1.157, -5.285, 1.653], [7.415, -2.653, -0.340], [0.454, -1.487, 0.975], [-4.654, 1.647, -7.074], [3.935, 2.071, 0.828], [-2.193, 1.125, -9.727], [2.289, -0.105, 1.996], [-2.179, 3.462, -1.133], [-3.086, 3.254, -5.284], [-4.276, 7.310, 4.360], [6.459, 4.443, 2.606], [-5.303, -3.637, 1.899], [1.280, 7.180, 0.415], [-1.123, -1.977, -0.973], [-1.281, -5.086, 5.174], [-0.050, -4.417, 4.066], [-5.262, -0.892, -10.151], [-2.035, 3.969, 1.242], [1.846, 5.546, 0.380], [3.437, 3.815, 4.262], [-2.172, 1.136, -7.077], [1.481, 3.629, 1.799], [-3.482, 2.248, -9.685], [3.877, 5.031, 3.078], [6.460, 0.790, 0.367], [10.053, -0.382, 2.979], [-4.249, 3.784, 0.282], [8.199, -0.869, 1.344], [0.114, 3.991, 0.021], [4.141, -5.430, 2.368], [-2.033, 2.793, -7.812], [5.579, 0.827, 1.764], [2.152, -3.443, 3.638], [-2.643, -0.829, -2.602], [1.798, -2.484, 2.180], [-5.096, 5.728, 4.535], [-2.991, -1.821, 1.951], [4.870, -1.748, -1.499], [3.281, 0.938, -1.299], [4.877, 0.531, -1.704], [-6.849, -1.007, 5.198], [5.739, -2.167, 1.227], [-0.726, -6.007, 3.828], [1.950, -4.300, 2.031], [-2.013, 5.527, 1.040], [9.478, -1.845, 0.776], [-4.989, 1.634, -3.935], [7.491, 2.770, 0.751], [-3.635, -4.623, 1.233], [-5.211, 4.352, 2.252], [-5.247, -0.125, 5.083], [-0.170, 0.870, -0.587], [-5.283, 0.010, -0.369], [4.114, -2.287, 0.062], [4.881, 4.699, 4.643], [-2.170, 0.669, -2.057], [-4.164, 5.597, 0.236], [4.960, -4.528, 3.496], [5.076, -4.279, 0.569], [-3.379, -1.054, -5.853], [6.524, -2.773, 2.466], [0.783, 2.628, 3.123], [-2.631, -3.410, 0.319], [-1.193, 0.016, 0.533], [-4.346, 1.336, -1.068], [9.846, -1.413, 4.384], [-6.754, -1.695, 2.722], [5.372, 4.201, 1.278], [1.819, 6.556, -1.104], [-3.460, -2.863, 3.014], [-5.407, -1.680, 6.026], [0.229, 4.279, -1.691], [-1.014, -3.509, 2.106], [-4.941, -1.645, -5.907], [-3.605, -0.482, -10.782], [10.733, -1.894, 2.992], [-3.472, 5.879, 4.815], [-3.259, 1.091, -4.189], [-5.119, -2.177, 0.821], [-4.894, -0.130, -2.045], [-2.190, 5.238, -1.414], [-4.356, -1.282, -4.267], [6.359, -5.102, 1.644], [-4.980, 0.555, -10.926], [7.255, 2.083, 2.394], [0.743, 0.220, 2.610], [3.160, -1.647, -1.311], [-3.791, 3.962, 2.926], [-4.326, 3.085, -7.516], [-0.162, -0.818, -1.893], [4.979, 2.737, -0.433], [-4.849, 3.321, -5.398], [-5.545, -0.528, 2.634], [1.493, -0.676, -0.210], [2.490, 2.594, 2.753], [8.071, -3.915, 0.744]],
  "forces_ev_per_angstrom": [[-0.57, 1.23, -2.35], [1.20, 0.59, 1.47], [1.42, -1.98, -2.05], [1.70, 0.12, -2.05], [-2.01, -1.65, 0.60], [0.18, -0.46, 0.17], [1.21, 0.14, 0.47], [0.25, 0.51, -0.02], [-0.66, -0.18, 0.14], [0.01, 0.30, 0.50], [-0.06, 0.60, 0.16], [-0.02, -0.45, 0.33], [0.91, 1.81, -0.79], [-0.76, 0.62, 0.49], [-0.41, 3.16, -0.93], [0.74, 1.06, 0.41], [-0.36, -1.62, 0.22], [0.87, -1.26, -0.19], [-0.05, -0.15, 0.09], [0.28, -0.73, -0.39], [-0.68, -0.78, 0.18], [-0.35, -1.37, 0.03], [2.83, -0.08, -0.36], [-2.34, 1.07, -0.09], [-1.00, 1.09, -0.26], [0.94, -0.77, -0.89], [-0.08, -0.50, 1.53], [0.63, 0.15, -0.57], [-0.09, -0.12, 1.78], [-2.41, -1.85, -0.42], [-0.19, 1.51, 1.44], [0.33, 1.19, 1.23], [1.43, 0.51, -1.10], [-1.28, -0.26, -1.40], [1.43, -1.72, 1.13], [-0.45, 1.51, 0.07], [-1.53, 0.28, 0.28], [0.46, -0.35, 1.32], [0.41, -0.16, 1.27], [0.90, -0.31, 0.53], [-0.80, -0.90, 0.34], [-0.36, 0.11, -0.48], [1.38, 1.27, 0.24], [-0.06, 1.01, 0.40], [1.14, 0.61, 1.64], [-0.76, -0.31, 0.22], [0.48, 0.34, 0.52], [-0.48, -1.72, 1.09], [-0.72, -1.63, 0.48], [-1.16, 2.09, -2.01], [2.39, -0.80, -0.18], [-0.05, 0.13, -0.16], [0.73, -0.58, -0.69], [1.67, 1.51, 0.37], [-0.25, -1.08, -0.47], [-0.64, -1.43, -0.40], [-1.08, -1.86, 0.26], [-0.40, 1.01, 0.35], [0.00, 0.42, -1.07], [2.13, -0.75, -0.10], [0.59, 0.02, -0.75], [-0.10, -0.97, 0.45], [-1.09, -1.22, -0.25], [-3.75, -1.02, 1.71], [1.56, -0.52, 0.88], [0.77, 1.15, 0.02], [-0.22, 0.25, -1.24], [-0.06, 0.50, 1.15], [-0.32, -0.57, 0.40], [0.35, 0.75, 0.31], [-0.76, -1.18, -0.50], [-0.11, -0.18, -0.04], [0.80, -0.16, 0.11], [-0.18, 2.63, -0.25], [0.19, 0.99, -2.14], [0.21, 0.21, 1.07], [1.42, -1.75, -0.58], [-0.26, 0.22, 1.99], [0.13, 0.51, 0.13], [-1.11, 1.63, -1.40], [-1.51, -1.16, 0.57], [1.37, -2.03, -2.24], [-1.35, -0.83, 0.76], [-0.65, 0.29, -1.42], [1.29, -0.38, -0.40], [1.09, -0.30, -0.89], [-0.60, 0.44, 1.38], [0.94, 0.56, -0.40], [-0.28, -0.79, -1.67], [1.06, 1.64, -0.18], [-1.36, -1.47, 1.25], [1.04, 1.98, -0.04], [0.30, -1.64, -0.88], [-1.76, 1.26, -0.48], [0.07, 0.39, -0.78], [-0.12, -0.11, 0.10], [0.09, -0.08, -0.29], [-0.05, -1.46, 0.00], [-0.02, -0.06, -0.09], [0.48, -0.14, 0.52], [0.41, 0.02, -0.34], [0.14, 0.04, 0.20], [0.04, -0.37, 0.58], [-0.32, -0.02, -0.42], [0.65, -0.06, -0.28], [-0.72, 0.42, 0.04], [0.01, 0.10, 0.06], [0.37, 0.12, 0.80], [-0.16, 0.38, -0.08], [-0.44, 0.75, -0.43], [0.55, -0.31, 0.78], [0.32, -1.25, 0.15], [-0.14, -0.50, -0.11], [-0.12, 0.27, 0.17], [-0.04, 0.25, 0.04], [-0.30, -0.05, -0.03], [-0.23, 0.42, 0.08], [0.24, 0.66, 0.38], [0.58, -0.24, 0.22], [-1.25, 0.42, -0.40], [0.19, 0.06, -0.01], [-0.73, 0.28, -0.64], [0.19, -0.25, 0.16], [-1.18, 0.07, -0.37], [0.10, -0.06, 0.61], [-0.14, -0.63, 1.09], [-0.47, -0.18, 0.07], [0.06, -0.67, 0.02], [-0.05, -0.38, -0.07], [-0.64, 0.15, -0.75], [-0.07, 0.56, -0.74], [0.63, 0.61, 0.23], [-0.21, 0.87, -0.13], [0.71, -0.11, 0.14], [0.02, 0.01, -0.26], [-0.88, -0.15, -0.10], [0.47, -0.19, 0.05], [-1.04, 0.23, 0.21], [0.27, 0.83, -0.38], [0.30, -0.41, -0.16], [0.41, -0.02, 0.58], [-0.27, 0.74, 0.23], [0.20, -0.03, -0.46], [-0.80, 0.96, 0.29], [-0.35, 0.09, 0.28], [-0.59, 0.59, 0.12], [0.11, 0.10, 0.13], [-0.25, -0.58, -0.55], [0.33, 0.43, -0.46], [0.13, 0.76, 0.33], [-0.38, -0.17, 0.09], [-0.51, 1.03, 0.73], [0.43, -0.98, -0.42], [0.54, 0.00, 0.75], [0.26, 0.53, 1.22], [-0.49, -0.41, -0.39], [0.14, -0.89, -0.30], [-0.43, 1.23, 0.59], [-0.11, 0.29, -0.37], [-0.89, -0.20, -0.14], [-0.32, -0.47, 0.23], [-0.31, 0.08, -0.15], [0.26, -0.33, -0.18], [0.38, -0.52, 0.72], [-0.29, 0.82, 0.63], [-0.43, 0.10, -0.36], [0.96, -0.25, -0.14], [-0.61, 0.31, 0.38], [-0.17, -0.56, -0.24], [0.38, -0.26, 0.08], [0.85, -0.32, -0.54], [-0.12, -0.26, -0.02], [-0.45, -0.48, -0.09], [0.11, 0.22, -0.32], [-0.39, -0.16, -0.03], [0.17, 0.02, -0.14], [-0.12, 0.17, -0.19], [0.14, 1.00, 0.35], [0.33, 0.14, -0.05], [-0.52, 0.34, 0.06], [-0.15, -0.47, -0.08], [1.14, 0.14, -0.30], [0.13, 0.85, 0.16], [-0.77, -0.50, -1.12], [0.26, -0.12, 0.06], [0.00, -0.01, 0.21], [0.86, 0.03, -0.05], [-0.01, -0.16, 0.03], [0.12, -0.03, 0.23], [-0.15, 0.06, 0.01]]
}